[1]
This record from OMol25 describes one molecule with the formula C4H3FOS. The level of theory is ωB97M-V/def2-TZVPD.

total energy: -19793.4464 eV
energy relative to the best compared isomer or geometry (same formula, charge and spin): 179.6 kJ/mol
highest occupied orbital energy: -9.100 eV

```
! RIJCOSX wB97M-V def2-TZVPD def2/J DEFGRID3
* xyz 0 1
C -0.092 -1.487 -0.247
C 0.602 -0.671 0.636
C -0.614 -0.623 -1.200
C 0.448 0.615 0.189
O -0.172 0.602 -0.998
F -0.324 3.275 1.248
S 1.111 2.516 0.945
H -0.554 -2.449 -0.079
H 0.738 -1.080 1.601
H -1.144 -0.697 -2.094
*
```

***

[2]
This record from OMol25 describes a 2-piece molecular cluster, CH3NO3S overall. The level of theory is ωB97M-V/def2-TZVPD.

total energy: -19552.4189 eV
energy relative to the best compared isomer or geometry (same formula, charge and spin): 86.4 kJ/mol
highest occupied orbital energy: -10.270 eV

```
! RIJCOSX wB97M-V def2-TZVPD def2/J DEFGRID3
* xyz 0 1
C 0.152 0.014 0.338
N -0.318 0.823 -0.506
O -0.395 -1.171 0.584
O -4.055 0.242 1.116
O -3.213 -1.258 -0.632
S -3.962 -0.088 -0.292
H 1.243 -0.040 0.775
H 0.094 1.768 -0.425
H -1.094 -1.407 0.018
*
```

***

[3]
This record from OMol25 describes a 3-piece molecular cluster, C23H50F7N8O2P2 overall. The level of theory is ωB97M-V/def2-TZVPD.

total energy: -78269.8459 eV
highest occupied orbital energy: -10.178 eV

```
! RIJCOSX wB97M-V def2-TZVPD def2/J DEFGRID3
* xyz 1 1
F 0.707 -2.238 1.591
C 1.021 -2.429 0.303
F 1.888 -3.454 0.234
F 1.596 -1.335 -0.157
C -0.278 -2.742 -0.494
F -1.294 -2.001 -0.033
F -0.074 -2.382 -1.770
C -0.673 -4.244 -0.544
F 0.220 -4.903 -1.290
F -1.848 -4.393 -1.133
N -0.674 -4.925 0.789
C -1.980 -4.807 1.578
C -1.660 -4.248 2.963
C -0.981 -5.254 3.919
C 0.540 -5.146 4.048
N 1.040 -3.798 4.226
C 0.420 -2.685 4.722
C 1.307 -1.650 4.699
C 2.523 -2.161 4.181
C 2.334 -3.482 3.915
H -0.508 -5.918 0.594
H 0.096 -4.623 1.400
H -2.475 -5.771 1.664
H -2.664 -4.114 1.096
H -1.084 -3.334 2.809
H -2.609 -3.960 3.415
H -1.469 -5.207 4.890
H -1.177 -6.268 3.555
H 1.037 -5.590 3.179
H 0.847 -5.742 4.911
H -0.612 -2.704 5.031
H 1.064 -0.649 5.010
H 3.423 -1.586 4.049
H 3.065 -4.174 3.530
O -2.796 1.788 3.801
P -2.772 1.830 2.318
N -1.129 2.107 1.958
C -0.655 2.666 0.706
C -0.284 0.996 2.365
N -3.725 3.255 2.027
C -3.146 4.444 1.402
C -4.462 3.710 3.214
N -3.215 1.027 0.835
C -3.993 1.674 -0.214
C -3.830 -0.280 1.158
H -0.707 1.950 -0.130
H 0.392 2.953 0.822
H -1.186 3.565 0.421
H -0.453 0.106 1.733
H -0.487 0.720 3.401
H 0.772 1.263 2.302
H -2.207 4.752 1.876
H -3.845 5.275 1.487
H -2.985 4.326 0.330
H -3.824 4.247 3.923
H -4.930 2.880 3.735
H -5.262 4.381 2.895
H -4.923 2.124 0.139
H -4.244 0.918 -0.962
H -3.395 2.414 -0.742
H -4.803 -0.173 1.652
H -3.174 -0.847 1.827
H -3.967 -0.876 0.254
O 2.776 3.729 -2.457
P 2.893 2.878 -3.665
N 1.591 3.382 -4.639
C 1.004 2.568 -5.685
C 1.746 4.761 -5.100
N 2.560 1.309 -2.944
C 1.380 0.539 -3.313
C 2.625 1.333 -1.481
N 3.925 2.269 -4.916
C 4.124 0.849 -5.162
C 5.250 2.935 -4.815
H 1.637 2.498 -6.582
H 0.058 3.021 -5.991
H 0.768 1.565 -5.353
H 2.554 4.860 -5.840
H 1.967 5.419 -4.260
H 0.821 5.113 -5.556
H 0.458 1.135 -3.277
H 1.260 -0.295 -2.621
H 1.465 0.074 -4.297
H 1.727 1.773 -1.031
H 3.489 1.892 -1.135
H 2.737 0.321 -1.098
H 4.416 0.280 -4.277
H 4.915 0.746 -5.907
H 3.240 0.404 -5.619
H 5.795 2.638 -3.912
H 5.124 4.021 -4.791
H 5.865 2.703 -5.683
*
```

***

[4]
This record from OMol25 describes C6H11Br4NaO4 as an isolated structure. The level of theory is ωB97M-V/def2-TZVPD.

total energy: -299176.9062 eV
energy relative to the best compared isomer or geometry (same formula, charge and spin): 0.0 kJ/mol
highest occupied orbital energy (spin up / spin down): -2.977 / -2.975 eV
<S²>: 0.7589

```
! RIJCOSX wB97M-V def2-TZVPD def2/J DEFGRID3
* xyz -1 2
Na 0.160 2.113 0.338
C 0.354 1.225 -2.540
O 0.693 0.874 -3.676
O 0.874 2.212 -2.014
O -0.427 0.550 -1.876
C -3.086 3.953 0.537
O -2.253 3.012 -0.134
H -2.567 4.231 1.455
H -3.150 4.876 -0.039
H -4.083 3.593 0.792
Br 2.661 -3.079 0.417
C 2.419 -1.511 -0.842
C 3.366 -0.352 -0.458
Br 2.593 0.627 1.064
H 1.396 -1.140 -0.916
H 2.559 -1.833 -1.874
H 3.568 0.306 -1.304
H 4.310 -0.758 -0.094
Br -0.964 -0.090 1.957
C -0.796 -1.832 1.078
C -1.595 -2.957 1.755
Br -1.053 -4.613 0.858
H 0.269 -2.028 0.953
H -1.248 -1.537 0.131
H -2.668 -2.823 1.619
H -1.331 -3.019 2.811
*
```

***

[5]
This record from OMol25 describes C3H9N3O3 as an isolated structure. The level of theory is ωB97M-V/def2-TZVPD.

total energy: -13867.1886 eV
energy relative to the best compared isomer or geometry (same formula, charge and spin): 373.0 kJ/mol
highest occupied orbital energy: -8.332 eV

```
! RIJCOSX wB97M-V def2-TZVPD def2/J DEFGRID3
* xyz 0 1
C -0.999 -0.754 -0.699
C 0.073 0.159 1.808
N 0.164 0.342 0.369
N 1.507 0.431 -0.012
N -1.885 0.291 -0.758
C 1.917 1.244 -1.015
O -0.272 -0.918 -1.820
O -1.344 -1.931 -0.113
O 3.061 1.301 -1.419
H 0.105 -1.807 -1.838
H -2.087 -1.791 0.486
H 2.148 -0.307 0.274
H -2.528 0.355 0.019
H -1.093 1.076 -0.576
H 1.143 1.985 -1.281
H -0.981 0.092 2.085
H 0.521 1.001 2.345
H 0.549 -0.771 2.147
*
```

***

[6]
This record from OMol25 describes a 20-piece molecular cluster, C20H74N6O26 overall. The level of theory is ωB97M-V/def2-TZVPD.

total energy: -84092.5051 eV
highest occupied orbital energy: -9.812 eV

```
! RIJCOSX wB97M-V def2-TZVPD def2/J DEFGRID3
* xyz 0 1
C 5.654 10.067 13.331
O 5.985 11.459 13.286
H 6.582 9.452 13.391
H 5.021 9.822 14.167
H 5.166 9.803 12.361
H 6.613 11.687 13.969
C 6.505 15.572 22.070
O 7.745 15.464 21.322
H 5.853 14.733 21.898
H 6.634 15.618 23.175
H 6.076 16.563 21.750
H 8.464 14.977 21.833
C 5.148 11.456 20.327
O 5.967 10.307 20.349
H 5.760 12.294 20.464
H 4.699 11.606 19.321
H 4.494 11.389 21.163
H 5.454 9.512 20.486
C 4.100 15.495 18.926
O 3.399 14.262 19.150
H 5.120 15.291 19.135
H 4.014 15.776 17.813
H 3.758 16.317 19.660
H 3.841 13.657 18.599
C 6.106 5.914 18.906
O 5.708 7.126 19.533
H 6.934 6.180 18.255
H 6.472 5.262 19.724
H 5.315 5.413 18.297
H 5.016 6.859 20.185
C 9.950 15.054 15.469
O 8.811 14.332 15.850
H 9.775 16.117 15.319
H 10.755 14.929 16.166
H 10.307 14.544 14.531
H 8.528 14.454 16.807
C 9.217 11.533 13.339
O 8.572 11.634 14.594
H 9.051 12.354 12.663
H 10.343 11.483 13.532
H 8.887 10.533 12.944
H 8.629 12.552 14.863
C 7.657 16.922 18.828
O 7.726 15.501 18.543
H 8.665 17.214 19.180
H 7.438 17.576 17.981
H 6.875 17.089 19.509
H 7.861 15.070 19.389
C 15.255 12.195 21.214
O 13.863 12.476 20.745
H 15.351 11.234 21.719
H 15.976 12.206 20.385
H 15.388 12.944 21.953
H 13.483 11.814 20.124
C 9.209 11.148 20.554
O 8.653 10.356 19.492
H 8.922 12.134 20.487
H 8.775 10.682 21.511
H 10.354 11.054 20.556
H 7.725 10.187 19.614
C 7.458 8.775 16.778
O 6.207 9.181 17.369
H 8.126 8.356 17.554
H 7.271 8.034 15.989
H 7.897 9.583 16.215
H 5.954 8.489 18.035
C 2.791 13.223 14.402
O 2.797 12.918 15.750
H 3.787 13.601 14.009
H 2.452 12.346 13.838
H 2.173 14.062 14.373
H 3.645 12.601 16.005
C 2.556 7.561 22.581
O 3.322 8.014 21.508
H 1.750 6.958 22.219
H 3.176 6.895 23.141
H 2.167 8.305 23.247
H 2.732 8.543 20.959
C 6.330 12.872 17.175
O 5.302 11.898 17.013
H 6.996 13.024 16.252
H 5.881 13.788 17.396
H 7.024 12.631 18.026
H 5.702 11.015 17.026
C 13.219 15.525 19.511
N 11.784 15.532 20.073
O 10.876 15.350 19.297
O 11.684 15.681 21.258
H 13.158 16.239 18.653
H 13.495 14.499 19.269
H 13.848 16.013 20.289
C 14.154 8.137 18.419
N 13.227 8.272 19.558
O 12.551 7.291 19.754
O 13.230 9.303 20.215
H 14.115 7.116 18.083
H 15.156 8.436 18.805
H 13.961 8.828 17.626
C 9.456 7.076 20.154
N 10.205 6.129 19.185
O 10.119 6.383 17.985
O 10.748 5.149 19.602
H 10.139 7.888 20.433
H 9.236 6.493 21.052
H 8.642 7.370 19.530
C 6.599 10.806 23.988
N 5.367 11.609 23.825
O 5.430 12.792 23.727
O 4.397 10.914 23.561
H 6.320 9.773 23.928
H 7.045 11.136 24.968
H 7.365 11.076 23.238
C 10.357 11.192 17.333
N 11.847 11.176 17.488
O 12.489 10.716 16.566
O 12.300 11.723 18.499
H 10.135 11.255 16.338
H 10.027 12.129 17.754
H 9.905 10.363 17.845
C 2.091 11.520 18.703
N 2.177 10.142 19.195
O 3.040 9.458 18.721
O 1.445 9.834 20.126
H 1.250 11.603 18.038
H 2.954 11.501 18.013
H 2.207 12.250 19.509
*
```

***

[7]
This record from OMol25 describes an isolated ion of composition C3H6NO2S2 and charge -1. The level of theory is ωB97M-V/def2-TZVPD.

total energy: -30465.8896 eV
energy relative to the best compared isomer or geometry (same formula, charge and spin): 8.8 kJ/mol
highest occupied orbital energy: -4.341 eV

```
! RIJCOSX wB97M-V def2-TZVPD def2/J DEFGRID3
* xyz -1 1
N 0.785 2.029 0.766
C 0.080 0.775 1.074
C 0.661 0.024 2.374
O 0.027 -1.011 2.641
O 1.643 0.576 2.893
C 0.139 -0.173 -0.130
S -0.810 0.337 -1.563
S -0.760 -1.261 -2.766
H 1.386 2.114 1.587
H 1.463 1.933 0.012
H -0.956 0.981 1.341
H -0.242 -1.122 0.261
H 1.170 -0.358 -0.429
H -1.696 -2.060 -2.288
*
```

***

[8]
This record from OMol25 describes a 2-piece molecular cluster, C4H13N2O overall. The level of theory is ωB97M-V/def2-TZVPD.

total energy: -9378.9987 eV
energy relative to the best compared isomer or geometry (same formula, charge and spin): 249.4 kJ/mol
highest occupied orbital energy: -13.519 eV

```
! RIJCOSX wB97M-V def2-TZVPD def2/J DEFGRID3
* xyz 1 1
C -2.077 1.703 -2.105
C -2.286 1.016 -0.743
C -0.751 -0.564 0.281
N -1.019 0.602 -0.143
H -1.302 2.466 -2.049
H -1.784 0.924 -2.804
H -2.998 2.175 -2.429
H -2.783 1.682 -0.038
H -2.945 0.159 -0.872
H 0.062 -0.800 0.954
H -1.393 -1.395 0.005
H -0.352 1.359 -0.021
N 2.759 -0.205 1.751
C 2.482 -1.144 0.700
O 1.592 -2.239 0.993
H 1.957 -0.048 2.343
H 3.424 -0.659 2.360
H 2.011 -0.672 -0.165
H 3.418 -1.554 0.320
H 1.984 -2.807 1.661
*
```

***

[9]
This record from OMol25 describes a 2-piece molecular cluster, C2H5IN2 overall. The level of theory is ωB97M-V/def2-TZVPD.

total energy: -13230.8852 eV
energy relative to the best compared isomer or geometry (same formula, charge and spin): 344.2 kJ/mol
highest occupied orbital energy: -8.456 eV

```
! RIJCOSX wB97M-V def2-TZVPD def2/J DEFGRID3
* xyz 0 1
C -0.449 0.424 1.032
C -1.134 0.803 -0.164
N -0.222 -0.122 -0.321
N 0.718 -0.475 -1.099
I 1.306 2.571 -1.264
H 0.193 1.139 1.548
H -1.024 -0.261 1.627
H -1.635 1.295 -0.910
H 1.326 -1.092 -0.681
H 1.175 1.036 -1.429
*
```

***

[10]
This record from OMol25 describes C4H4LuO6 as an isolated structure. The level of theory is ωB97M-V/def2-TZVPD.

total energy: -50093.5890 eV
energy relative to the best compared isomer or geometry (same formula, charge and spin): 300.3 kJ/mol
highest occupied orbital energy (spin up / spin down): -16.042 / -17.456 eV
<S²>: 0.7688

```
! RIJCOSX wB97M-V def2-TZVPD def2/J DEFGRID3
* xyz 2 2
O -2.132 -1.053 0.694
C -1.263 -0.209 1.113
C -0.042 0.058 0.275
O 0.496 1.324 0.512
H 0.139 -0.465 1.541
H -1.684 0.687 1.601
H -0.411 0.094 -0.765
C 1.170 1.944 -0.473
O 0.884 1.936 -1.637
O 2.185 2.623 0.023
H 2.124 2.703 0.985
O -0.593 -2.707 -1.616
C 0.568 -2.461 -1.255
O 1.032 -1.621 -0.477
Lu -2.473 -2.853 -0.520
*
```

***

[11]
This record from OMol25 describes a 2-piece molecular cluster, C4H5F2N overall. The level of theory is ωB97M-V/def2-TZVPD.

total energy: -11151.8884 eV
energy relative to the best compared isomer or geometry (same formula, charge and spin): 153.7 kJ/mol
highest occupied orbital energy: -9.404 eV

```
! RIJCOSX wB97M-V def2-TZVPD def2/J DEFGRID3
* xyz 0 1
C -1.330 -2.749 0.040
C 0.094 1.087 -0.297
C -0.774 0.378 0.453
C 1.612 1.146 -0.179
N -1.028 -2.236 -0.919
F -2.130 0.516 0.318
F -0.536 -0.484 1.423
H -1.848 -3.162 0.856
H -0.354 1.771 -0.952
H 2.177 1.633 -1.090
H 2.074 0.154 -0.115
H 2.043 1.946 0.462
*
```

***

[12]
This record from OMol25 describes a 12-piece molecular cluster, C23H70O23 overall. The level of theory is ωB97M-V/def2-TZVPD.

total energy: -72071.8232 eV
energy relative to the best compared isomer or geometry (same formula, charge and spin): 226.7 kJ/mol
highest occupied orbital energy: -9.306 eV

```
! RIJCOSX wB97M-V def2-TZVPD def2/J DEFGRID3
* xyz 0 1
C -1.728 -2.523 -2.628
C -3.040 -1.799 -2.858
O -4.203 -2.570 -2.627
O -1.352 -2.448 -1.245
H -0.956 -1.936 -3.134
H -1.667 -3.541 -3.011
H -3.017 -1.487 -3.911
H -3.079 -0.844 -2.324
H -4.449 -2.344 -1.718
H -1.817 -3.118 -0.731
C 3.540 -4.421 -0.894
C 3.858 -3.551 0.311
O 3.763 -2.161 0.072
O 4.320 -4.042 -2.020
H 2.476 -4.239 -1.102
H 3.736 -5.467 -0.670
H 4.873 -3.772 0.655
H 3.206 -3.820 1.153
H 2.837 -1.869 0.078
H 3.923 -3.203 -2.299
C 0.390 2.623 -1.888
C 0.661 1.604 -2.998
O 2.017 1.162 -2.931
O 0.927 3.908 -2.286
H 1.021 2.408 -1.034
H -0.661 2.740 -1.598
H 0.455 1.978 -4.006
H 0.036 0.723 -2.856
H 2.597 1.760 -3.410
H 0.742 4.036 -3.222
C 6.080 -0.384 -1.266
C 4.880 0.538 -1.236
O 5.207 1.819 -0.688
O 6.230 -1.098 -0.029
H 7.014 0.174 -1.320
H 5.952 -1.161 -2.027
H 3.982 0.173 -0.737
H 4.615 0.643 -2.300
H 4.625 2.476 -1.077
H 5.451 -1.683 0.050
C 0.796 3.802 2.579
C -0.304 4.558 3.253
O -1.305 4.947 2.280
O 0.223 2.520 2.253
H 1.649 3.637 3.245
H 1.086 4.207 1.607
H -0.014 5.515 3.687
H -0.839 4.011 4.032
H -1.869 4.178 2.151
H 0.841 1.995 1.734
C 0.946 0.136 0.093
C -0.459 0.653 -0.111
O -1.481 -0.184 0.421
O 1.305 -1.095 -0.550
H 1.173 0.079 1.165
H 1.680 0.796 -0.366
H -0.678 0.600 -1.179
H -0.527 1.671 0.255
H -1.597 -0.970 -0.131
H 0.607 -1.743 -0.370
C -0.269 -0.691 3.564
C 0.949 -1.489 4.011
O 1.392 -2.372 3.003
O -1.451 -1.433 3.779
H -0.128 -0.525 2.486
H -0.376 0.332 3.943
H 0.561 -2.040 4.876
H 1.744 -0.840 4.367
H 0.884 -3.185 3.036
H -2.225 -0.864 3.625
C -3.213 1.662 4.360
C -3.545 1.238 2.948
O -3.721 -0.174 2.894
O -4.425 1.459 5.132
H -3.047 2.741 4.418
H -2.432 1.056 4.819
H -2.642 1.426 2.351
H -4.305 1.880 2.496
H -4.341 -0.385 3.609
H -4.353 1.960 5.948
C -3.891 2.348 -1.097
C -3.270 3.544 -0.372
O -1.906 3.680 -0.732
O -5.207 2.110 -0.630
H -3.254 1.486 -0.903
H -3.963 2.602 -2.157
H -3.386 3.561 0.718
H -3.850 4.425 -0.690
H -1.584 4.527 -0.403
H -5.665 2.940 -0.466
C -6.419 -2.379 0.460
C -5.409 -1.251 0.563
O -4.068 -1.623 0.236
O -5.881 -3.616 0.931
H -6.579 -2.526 -0.615
H -7.315 -2.133 1.020
H -5.400 -0.781 1.548
H -5.701 -0.437 -0.114
H -3.514 -1.017 0.748
H -4.973 -3.647 0.610
C 2.297 -1.596 -4.507
C 2.948 -2.540 -5.505
O 4.367 -2.578 -5.346
O 3.010 -1.512 -3.295
H 1.245 -1.874 -4.359
H 2.226 -0.577 -4.904
H 2.873 -2.027 -6.469
H 2.519 -3.538 -5.579
H 4.596 -2.157 -4.509
H 2.777 -0.769 -2.719
C 4.008 0.707 1.906
O 2.855 0.506 2.701
H 3.902 0.288 0.899
H 4.259 1.763 1.869
H 4.880 0.153 2.272
H 2.736 -0.415 2.940
*
```